# 1
Formula: C38H41ClN5O4P2Re
Source: OMol25
Level of theory: ωB97M-V with the def2-TZVPD basis set

Output
E_LUMO (spin up / spin down) (eV): -8.1 / -8.5
Kohn-Sham gap (spin up / spin down) (eV): 7.2613 / 6.5620
Energy relative to the best compared isomer or geometry (same formula, charge and spin) (eV): 2.5347
<S²>: 1.019
HOMO energy (spin up / spin down) (eV): -15.33 / -15.03
Total charge: +3
2S+1: 2

The geometry in XYZ format:
```
92
C38H41ClN5O4P2Re ωB97M-V with the def2-TZVPD basis set
C -1.3201 0.0503 -2.4435
C -3.9370 -1.3453 -1.5768
O -0.2848 4.3251 -0.5875
H -1.2331 6.5880 -0.1928
Re -0.4321 0.5944 0.9600
H -0.6204 -4.0152 -2.3891
H -2.7116 1.5638 -1.7868
H -2.8196 2.6804 -3.9704
H 3.7036 -6.2010 -2.3553
H 0.9148 4.0773 1.6901
H 1.9803 8.6616 1.6310
N 2.1129 7.9196 0.9638
C 1.3668 -4.3033 -0.8077
H 2.0466 -1.8118 -2.9607
H -5.9452 -1.8251 -2.1418
C 1.2803 -2.9135 2.2656
C -4.7331 -1.9518 1.0188
H -2.7325 -1.4731 1.5953
C 3.5514 -0.3765 -2.4737
H 1.9474 6.4631 -1.1111
H 2.5751 -0.9330 1.2284
C -5.6370 -2.0507 -0.0298
H -1.8032 -2.7670 -2.7476
O -0.5863 -0.6309 2.4954
C 1.1110 7.1072 0.6275
O -0.5556 2.1460 -0.2097
C 0.9029 -6.6413 -0.4819
C -0.3135 3.3965 0.1800
P 0.9110 -2.6486 -0.4534
C -1.3163 6.7036 0.8832
C 2.3438 -3.7884 2.3165
H 2.7798 -4.1988 1.4160
C 2.0294 -6.9519 -1.2411
H 3.1441 -3.8386 -1.9529
C 1.2159 -2.8086 4.6814
P -1.3009 -0.7491 -0.8232
C -1.9732 5.4580 1.4999
C 3.8385 0.1238 -0.1313
C 2.1771 -1.4757 -0.8280
C -5.2393 -1.7477 -1.3256
C -0.2964 -1.3713 3.4542
N 0.0364 2.2992 2.3704
H -2.0257 -3.7897 -1.3183
H 0.0199 -1.3222 -3.4161
H 0.5489 5.5666 -0.5871
H -0.7004 2.2488 3.0712
N -0.5183 -2.2845 -1.1486
H -1.8379 3.8616 2.8493
C 2.5441 -1.2745 -2.1624
Cl 2.8791 -4.2148 6.2553
H -5.0452 -2.1899 2.0272
C -1.1170 4.5158 2.3497
C 0.7271 -2.3832 3.4398
C -1.4540 1.3200 -4.9166
H 4.3563 0.6586 0.6547
C 2.8380 -4.1685 3.5600
H 0.2930 -7.4316 -0.0643
H -1.5134 1.8085 -5.8805
H 2.9828 7.9119 0.4576
H -1.9477 7.5746 1.0490
H -2.7967 5.7773 2.1386
H -0.0997 -0.1954 -5.5996
N 1.2027 6.3338 -0.4471
C 2.5041 -4.6161 -1.5562
O 0.6254 -2.5344 1.1195
H 3.6679 -4.8615 3.6168
H 0.7813 -2.4269 5.5982
C 4.1953 0.3210 -1.4592
C -2.1875 1.8114 -3.8423
C -0.6568 0.1977 -4.7588
H -0.8556 -1.2207 4.3800
H -2.4314 4.8996 0.6850
H 0.9101 2.2367 2.8844
N 0.0214 7.0405 1.4013
C -0.0707 3.6096 1.6601
C -2.1216 1.1830 -2.6111
C 2.8262 -5.9480 -1.7744
H 0.0449 7.6218 2.2261
C -0.5890 -0.4353 -3.5236
H -0.3114 -5.0788 0.3274
C -3.0190 -1.2366 -0.5281
C -3.4311 -1.5429 0.7716
H -3.6431 -1.1051 -2.5906
C -1.2899 -3.2863 -1.9424
H 4.9880 1.0159 -1.7064
H -0.6081 5.0581 3.1481
C 2.8320 -0.7738 0.1901
C 0.5657 -5.3198 -0.2637
H 2.2883 -7.9891 -1.4130
H -6.6548 -2.3641 0.1622
C 2.2700 -3.6957 4.7377
H 3.8359 -0.2228 -3.5060
```

# 2
Formula: C21H31ClCuN4O3P
Source: OMol25
Level of theory: ωB97M-V with the def2-TZVPD basis set

Output
E_LUMO (spin up / spin down) (eV): 2.7 / 2.7
Kohn-Sham gap (spin up / spin down) (eV): 5.7887 / 5.5333
<S²>: 0.760
HOMO energy (spin up / spin down) (eV): -3.10 / -2.85
Total charge: -1
2S+1: 2

The geometry in XYZ format:
```
62
C21H31ClCuN4O3P ωB97M-V with the def2-TZVPD basis set
O 0.7701 -0.6831 -0.2694
O -2.4632 -2.7937 -0.1108
H -0.3609 0.8697 -4.9247
N 2.8820 0.4050 -1.3200
H 4.8326 0.3802 -2.0808
H 3.8485 -1.7864 -0.3071
H 2.6191 0.2437 -3.4075
C 2.4997 2.6504 0.9194
C -2.3113 -3.1432 4.9832
O -1.7955 -1.0953 2.0851
C 3.5422 -1.7856 0.7371
H 2.4784 3.4201 0.1381
H 1.7135 -1.1822 2.6345
C 0.1173 2.0733 0.7149
H -3.1708 -4.5389 0.5126
H 1.1165 0.4041 -2.4854
H 4.4042 -2.0494 1.3547
C 2.5537 -0.4863 2.5157
C -2.0076 -2.0686 4.2044
N 3.0537 -0.4497 1.1291
C -0.9342 1.3590 -4.1389
C -2.1441 1.1887 -2.0198
H -3.5957 4.2229 -1.3574
H 3.3657 -0.8044 3.1734
C -2.8567 -4.4495 3.0458
C -2.7312 -3.5616 0.7924
H 3.5017 2.2217 0.9579
H -0.1359 2.4497 1.7125
H -4.0978 2.5961 -0.8037
H -0.6794 -1.1647 -2.0350
H -2.6733 3.3484 -0.1169
C -2.0991 -2.1114 2.7654
H -2.2316 -3.0784 6.0623
N 1.5075 1.6210 0.6906
H -3.1874 -5.3800 2.5940
C -2.4200 2.5947 -2.1350
H -1.6772 -1.1363 4.6470
H -0.0472 2.8726 -0.0168
C -2.5402 -3.3610 2.2073
H 4.3199 1.9596 -1.4742
P 1.9348 0.1734 0.0285
H 2.7700 -2.5519 0.8655
Cl -3.1278 -5.7203 5.4277
C -1.9218 3.3237 -3.2049
C -3.2415 3.2346 -1.0503
C 2.1525 0.7383 -2.5492
N -2.5717 0.4886 -0.9706
H -0.5548 1.2576 0.4735
H -2.0435 -1.4694 -3.0946
H -2.1435 4.3886 -3.2540
H 2.3095 3.1447 1.8770
C -2.7408 -4.3522 4.3970
C -1.3820 0.5862 -3.0778
H 2.1502 1.8186 -2.7360
C 4.2549 0.8781 -1.2945
C -1.1740 2.7310 -4.2220
C -1.1152 -0.8929 -3.0051
H -0.4337 -1.2056 -3.8015
H -0.8009 3.3155 -5.0555
H 2.2217 0.5019 2.8254
H 4.7189 0.6551 -0.3355
Cu -2.2272 -0.8152 0.1828
```

# 3
Formula: C41H45AgN5O6PS
Source: OMol25
Level of theory: ωB97M-V with the def2-TZVPD basis set

Output
E_LUMO (eV): 3.8
Kohn-Sham gap (eV): 6.5224
Energy relative to the best compared isomer or geometry (same formula, charge and spin) (eV): 1.7156
HOMO energy (eV): -2.76
Total charge: -2

The geometry in XYZ format:
```
100
C41H45AgN5O6PS ωB97M-V with the def2-TZVPD basis set
P 2.6229 -0.0781 -0.5144
H 0.5706 3.6009 2.5099
O 3.2906 -8.6078 2.0580
H -0.1126 -0.2961 6.4795
H -1.4686 3.8959 5.1473
H 0.0912 5.6210 -1.1326
H 6.2930 -0.5434 -3.5840
C 4.1064 -2.2422 1.4783
H -1.9755 -5.1590 -1.5545
C -0.4595 3.5750 2.1402
C -0.7336 -2.2854 7.0256
N -3.4051 3.1520 -5.1798
C 0.4073 -1.6018 4.9007
H -1.0155 -1.9449 7.9812
C 2.7297 -2.4615 0.8163
N -2.2187 3.5050 -1.1393
C -2.5952 4.5882 -1.7988
Ag 1.7343 1.2913 1.5446
C -0.7146 3.7140 0.7376
O 1.4867 -10.2165 2.5514
H -1.6631 0.4206 -4.7344
H -4.0572 3.3960 0.9012
H -1.7206 0.5963 -1.3894
H 0.7191 -3.1645 3.5561
H -4.4953 8.5898 -4.3427
H -2.5007 6.1626 -0.1261
C 1.2357 -7.0704 0.3023
C -0.2643 -8.9042 0.5522
H 4.2038 -2.4951 2.5432
C 0.3260 0.8099 -1.7921
H 4.9217 -2.8062 0.9266
H -2.1993 -8.7241 -0.2495
N -2.7737 3.3520 -4.0070
O 4.0249 0.2353 -1.2899
H 4.0760 -1.2567 -2.6365
H 1.9623 -2.0554 1.4976
C 0.9663 -8.3196 0.8234
H 0.0952 1.0245 -2.7791
C 0.1833 -6.3567 -0.3683
H -0.5049 -4.8835 4.7933
C -2.7005 5.9202 -1.2913
C -2.8323 4.6266 -3.2630
H -3.1210 5.7039 -5.1446
H 2.2414 -6.6810 0.5621
C -2.9731 3.3544 1.1417
C -3.0214 7.0255 -2.0947
H 0.4566 1.8579 -1.3464
C -2.1487 1.3580 -4.7253
H 3.4697 3.1226 -0.5462
C 4.4539 -0.3471 -2.5142
H -2.4086 -6.7406 -2.1950
C -1.4493 3.3536 3.0450
C -0.7952 -0.0376 -1.3020
C -1.9655 3.6129 0.2175
C 2.0831 4.7720 -1.3296
C -1.2703 -8.2262 -0.1050
H -0.1130 2.8733 4.6058
H -0.4283 -9.9452 0.8368
H -1.5439 2.1433 4.6762
N 0.4683 3.9218 0.0088
C 1.2251 0.3033 3.2263
O 2.7024 -1.7422 -0.4984
H 6.3549 -0.9550 -1.7732
C -1.1458 3.0988 4.4826
H -3.5731 1.5061 -6.4616
C 2.5663 3.6947 -0.5579
S 2.1922 -9.4365 1.5248
C -2.1549 -6.1704 -1.2003
H -0.7112 -0.2763 -0.2446
H 6.2989 0.6702 -2.3520
C -0.1537 -1.3195 6.1606
C 5.9587 -0.2898 -2.5266
C 0.7599 4.8877 -0.8978
C -1.0362 -6.9528 -0.5936
H 2.5144 5.3558 -2.0605
C -3.1755 7.0337 -3.4772
H -3.5618 3.2709 3.1529
H -2.9718 8.0399 -1.6480
O 2.6729 -10.2459 0.3882
C -2.7606 3.2838 2.5011
C -0.4472 -3.8688 5.2388
C -1.9484 2.2829 -3.7256
N 1.6542 3.2127 0.2771
H -1.3656 -4.3598 6.9682
H -3.0689 -6.3000 -0.6294
O 1.5836 0.1819 -1.8023
C -0.8848 -3.5478 6.4719
C -2.9762 5.7859 -4.0580
C 0.8636 -0.5347 4.0809
H 4.5485 -1.2470 1.3534
H 2.6331 -3.5353 0.6170
H -1.4796 2.2954 -2.7572
H -2.7171 9.1070 -4.2235
C 0.2405 -2.9028 4.4581
C -3.0702 1.9170 -5.6033
H 4.1184 0.1781 -3.3823
H -3.1978 7.9079 -5.3772
C -3.4113 8.2676 -4.4029
H 0.4489 -5.3869 -0.6082
H -1.0953 -0.9353 -1.9249
```

# 4
Formula: C20H30AsIrN5O4S2
Source: OMol25
Level of theory: ωB97M-V with the def2-TZVPD basis set

Output
E_LUMO (spin up / spin down) (eV): -7.6 / -8.9
Kohn-Sham gap (spin up / spin down) (eV): 5.6026 / 4.0938
<S²>: 1.195
HOMO energy (spin up / spin down) (eV): -13.16 / -12.99
Total charge: +2
2S+1: 2

The geometry in XYZ format:
```
63
C20H30AsIrN5O4S2 ωB97M-V with the def2-TZVPD basis set
N 4.5411 -2.6928 4.9588
H -3.5912 0.4641 -1.4968
H 5.5189 -2.5017 5.1151
H -4.7458 -0.6519 -3.3978
H -1.5750 3.2135 3.8641
O 3.0967 -1.6714 -1.2796
N 1.5284 -0.0510 -0.2435
C -3.8651 -1.1159 -2.9568
H -0.2656 -3.6080 -3.8760
Ir -0.4717 1.3123 -0.2336
C -0.8524 1.8661 2.3918
O 0.8870 -2.3914 -0.4166
H 4.7165 -1.1562 0.7134
C 2.7976 -1.8845 1.3275
H -2.6232 -2.8840 -0.7822
C 2.2372 0.9693 -0.6136
H 1.0076 -2.7212 2.1224
C -2.7315 3.5477 -0.7768
H -0.0813 2.3508 4.3243
H 4.6608 3.2907 -1.5063
C -0.5153 -1.6711 -2.9863
C 4.1351 -1.5604 1.5262
H 5.7578 -1.5786 2.9105
H -0.3004 -3.6239 -2.1141
H -3.2987 -2.1324 1.6112
C 2.5033 3.1111 -1.1274
H -0.0876 3.7990 -2.5092
S 3.9637 1.0146 -0.9575
H -3.3807 3.0784 -0.0645
H -1.2714 -2.5738 0.3193
N -1.5593 3.0648 -1.1485
H -1.8050 -3.4238 -3.0353
N 1.6412 2.1525 -0.7792
C 3.8086 2.6891 -1.2558
S 2.0842 -1.6149 -0.2723
C 2.6065 -2.7310 3.5518
H 0.5562 -1.4540 -2.9610
C -3.0700 -1.4511 0.7933
H -3.3190 -1.6087 -3.7612
O 0.2727 1.5238 1.9554
H -4.2043 -1.8717 -2.2487
H -3.7973 5.2829 -1.2936
H 2.0351 -3.1979 4.3404
H -2.7034 0.7053 -3.0118
H 4.0220 -3.1563 5.6888
H -1.6553 1.5141 4.3169
N -2.9759 4.7057 -1.3983
C 4.7200 -1.8179 2.7422
C 3.9685 -2.4192 3.7794
C -0.7446 -3.1747 -3.0003
H -4.0075 -1.1799 0.3081
C -3.0215 -0.0424 -2.2801
C -1.9153 4.9833 -2.2070
O -1.8347 1.8578 1.5997
As -1.3608 -0.7769 -1.4293
H -1.8611 5.8572 -2.8211
C 2.0319 -2.4576 2.3339
C -1.0413 2.2656 3.8223
H -0.9415 -1.1929 -3.8755
C -1.0382 3.9542 -2.0433
H 2.1607 4.1193 -1.2777
C -2.1142 -2.1138 -0.1936
H -2.6317 -0.5411 1.2172
```

# 5
Formula: C3H6N2OS
Source: OMol25
Level of theory: ωB97M-V with the def2-TZVPD basis set

Output
E_LUMO (eV): -0.3
Kohn-Sham gap (eV): 8.6977
Energy relative to the best compared isomer or geometry (same formula, charge and spin) (eV): 6.1199
HOMO energy (eV): -9.03

The geometry in XYZ format:
```
13
C3H6N2OS ωB97M-V with the def2-TZVPD basis set
C 0.1494 0.2171 3.2955
O -0.0684 -1.7673 -0.7878
H -0.6105 -0.9152 3.4093
H -1.2249 0.0158 -3.1192
H -0.1762 1.1851 -3.4168
H 1.2568 0.8566 3.8924
C -0.0817 -0.6950 -0.1864
H 0.0533 -1.2942 1.7390
H 0.3838 -0.4745 -2.9623
N 0.4509 0.5886 1.9571
C -0.2967 0.4110 -2.6962
S -0.0261 0.9068 -1.1128
N -0.0714 -0.4948 1.1984
```

# 6
Formula: C2H3N3OS
Source: OMol25
Level of theory: ωB97M-V with the def2-TZVPD basis set

Output
E_LUMO (eV): -0.3
Kohn-Sham gap (eV): 8.6286
Energy relative to the best compared isomer or geometry (same formula, charge and spin) (eV): 3.8030
SMILES: Nn1oncc1=S
HOMO energy (eV): -8.94

The geometry in XYZ format:
```
10
C2H3N3OS ωB97M-V with the def2-TZVPD basis set
N -0.0567 -1.7528 0.7021
N -0.1315 -0.6387 -0.0191
O -1.0592 -0.5263 -1.1763
C -0.2113 1.4119 -0.8510
H -0.0177 2.4633 -1.0939
H 0.9670 -1.8446 0.9979
S 1.4701 1.1591 1.2841
C 0.4845 0.5732 0.0993
H -0.4195 -1.5663 1.6895
N -1.0257 0.7212 -1.6325
```

# 7
Formula: C8H28MoOP2S
Source: OMol25
Level of theory: ωB97M-V with the def2-TZVPD basis set

Output
E_LUMO (spin up / spin down) (eV): -9.1 / -10.2
Kohn-Sham gap (spin up / spin down) (eV): 5.4945 / 4.3584
<S²>: 2.013
HOMO energy (spin up / spin down) (eV): -14.59 / -14.58
Total charge: +2
2S+1: 3

The geometry in XYZ format:
```
41
C8H28MoOP2S ωB97M-V with the def2-TZVPD basis set
C -0.6266 -0.9671 -3.8402
H 2.4200 -1.2753 -1.5563
C -2.7787 0.2712 2.4697
C 3.5963 1.6657 2.6792
H 0.5718 -3.5228 -3.1895
H 0.8000 -3.5323 -1.4236
Mo -1.5408 -0.5384 -0.6777
H 2.7344 -0.9338 2.5270
H -4.0644 2.4536 0.9975
H 3.3024 2.7258 2.7270
C 3.2233 -0.7560 1.5627
H -0.4142 2.0023 2.4015
H 4.6861 1.5624 2.7402
O 1.5889 1.2905 0.9267
H 2.8126 -1.3995 0.7773
H 2.2068 -1.3988 -3.3257
P 0.0642 -1.3528 -2.1883
C -3.5325 1.8813 0.2304
C 0.1575 -3.1778 -2.2360
C 1.8223 -0.9272 -2.4086
H -0.8411 -3.6067 -2.1162
H -3.4034 -0.5890 2.2021
H -0.1435 -1.5771 -4.6146
H -2.8335 -1.3358 -1.2997
H 4.3065 -0.8800 1.6532
H -1.9426 -0.0587 3.0986
H -4.2110 1.1395 -0.2093
H -0.4587 0.0956 -4.0573
P -2.0891 1.0335 0.9580
H -0.5746 2.9011 0.8726
H -3.1897 2.5668 -0.5564
H -3.3814 1.0015 3.0222
H -1.8045 3.1236 2.1693
C -1.1319 2.4055 1.6740
H -0.2051 -1.2105 0.0757
H 3.1224 1.0840 3.4767
H -1.7032 -1.1709 -3.8363
H -0.8383 -0.8787 0.8368
H -0.6882 0.7425 -1.1544
H 1.9353 0.1597 -2.4874
S 3.0461 0.9834 1.0989
```

# 8
Formula: C5H10ClN
Source: OMol25
Level of theory: ωB97M-V with the def2-TZVPD basis set

Output
E_LUMO (spin up / spin down) (eV): 0.0 / -0.8
Kohn-Sham gap (spin up / spin down) (eV): 9.3296 / 6.2559
Energy relative to the best compared isomer or geometry (same formula, charge and spin) (eV): 4.6955
HOMO energy (spin up / spin down) (eV): -9.30 / -7.02

The geometry in XYZ format:
```
17
C5H10ClN ωB97M-V with the def2-TZVPD basis set
H -1.6840 -0.5985 1.4053
H -0.3436 -0.1828 2.6714
H -0.8858 -2.6218 -1.7454
Cl 1.3722 -1.6466 0.3203
C 1.5972 1.0302 -0.8658
H 1.8544 0.0331 -1.3270
C -0.5498 1.7343 0.2230
N -0.9701 -1.5929 -1.6184
H -0.6467 2.6440 -0.3040
H -1.1203 1.4786 1.0624
C 0.2970 -0.3881 0.6319
C 0.4111 0.7961 -0.0756
C -0.6274 -0.6888 1.6960
H 1.2636 1.6006 -1.6953
H 2.5183 1.5217 -0.5089
H -2.0654 -1.4377 -1.6735
H -0.4206 -1.6814 1.8037
```

# 9
Formula: CH3F
Source: OMol25
Level of theory: ωB97M-V with the def2-TZVPD basis set

Output
E_LUMO (eV): 1.1
Kohn-Sham gap (eV): 12.4374
Energy relative to the best compared isomer or geometry (same formula, charge and spin) (eV): 1.3112
HOMO energy (eV): -11.33

The geometry in XYZ format:
```
5
CH3F ωB97M-V with the def2-TZVPD basis set
H 0.4220 1.0526 -0.6720
H 0.4232 -0.9235 -0.4039
F -1.2933 0.1226 -0.0133
H 0.4350 -0.1880 1.0112
C 0.0132 -0.0638 0.0780
```

# 10
Formula: C5H11O2
Source: OMol25
Level of theory: ωB97M-V with the def2-TZVPD basis set

Output
E_LUMO (eV): 3.7
Kohn-Sham gap (eV): 6.5193
Energy relative to the best compared isomer or geometry (same formula, charge and spin) (eV): 3.0960
HOMO energy (eV): -2.81
Total charge: -1

The geometry in XYZ format:
```
18
C5H11O2 ωB97M-V with the def2-TZVPD basis set
H 1.2342 -3.3276 0.0606
H -0.0119 0.3939 -1.6272
C -1.0995 1.0879 0.1871
H 1.0721 3.6906 0.4929
H -1.6523 -0.1824 -1.4057
H -1.7220 1.8363 -0.2964
C 0.1370 3.1921 0.7186
C 0.0869 1.8537 0.7358
O 1.5939 -4.2557 0.0880
H 1.9167 -4.3251 -0.8128
O 0.1350 -2.2651 -0.9356
C -0.7130 0.0211 -0.8801
H -0.7672 3.7427 0.9526
H -1.5481 0.5150 1.0012
C -0.0781 -1.1956 -0.1653
H -0.5223 -1.3860 0.8432
H 0.9105 -0.7222 0.1920
H 1.0282 1.3260 0.8511
```

Number 1: electronic energy -3267.78179 hartree, largest force on an atom 1.28 eV Å⁻¹. Number 2: electronic energy -3705.67989 hartree, largest force on an atom 1.06 eV Å⁻¹. Number 3: electronic energy -3201.01615 hartree, largest force on an atom 4.41 eV Å⁻¹. Number 4: electronic energy -4490.71397 hartree, largest force on an atom 2.34 eV Å⁻¹. Number 5: electronic energy -700.66430 hartree, largest force on an atom 6.07 eV Å⁻¹. Number 6: electronic energy -715.55648 hartree, largest force on an atom 4.10 eV Å⁻¹. Number 7: electronic energy -1545.12423 hartree, largest force on an atom 4.48 eV Å⁻¹. Number 8: electronic energy -711.28291 hartree, largest force on an atom 3.28 eV Å⁻¹. Number 9: electronic energy -139.69719 hartree, largest force on an atom 6.70 eV Å⁻¹. Number 10: electronic energy -347.53589 hartree, largest force on an atom 1.80 eV Å⁻¹.